Below is a cluster of 13 separate species, C51H74F4O9 in total at a distorted geometry, with properties calculated with ωB97M-V with the def2-TZVPD basis set.

Results
HOMO level (eV): -9.125
LUMO level (eV): 0.095

```
! wB97M-V def2-TZVPD RIJCOSX def2/J DEFGRID3
* xyz 0 1
F 1.840 -0.316 -6.169
C 2.428 0.126 -7.266
C 2.575 1.530 -7.477
C 3.009 1.960 -8.777
C 3.330 1.038 -9.761
C 3.226 -0.312 -9.497
C 2.726 -0.773 -8.276
H 2.280 2.232 -6.712
H 3.105 3.020 -8.958
H 3.662 1.418 -10.716
H 3.490 -1.093 -10.195
H 2.630 -1.813 -8.000
F -1.908 0.025 6.131
C -2.660 0.410 7.148
C -2.171 1.102 8.221
C -2.991 1.499 9.260
C -4.295 1.111 9.271
C -4.868 0.419 8.180
C -4.025 0.037 7.131
H -1.121 1.354 8.248
H -2.562 2.117 10.034
H -4.896 1.435 10.108
H -5.915 0.165 8.244
H -4.352 -0.729 6.443
F 3.550 7.494 2.761
C 2.894 6.313 2.678
C 2.571 5.880 1.393
C 1.950 4.622 1.198
C 1.662 3.853 2.335
C 1.934 4.318 3.625
C 2.556 5.573 3.817
H 2.814 6.471 0.523
H 1.738 4.256 0.204
H 1.240 2.864 2.232
H 1.625 3.750 4.491
H 2.659 6.014 4.798
F 6.148 4.128 -3.367
C 6.287 2.902 -3.734
C 5.351 1.878 -3.305
C 5.485 0.600 -3.758
C 6.528 0.306 -4.595
C 7.428 1.264 -4.981
C 7.298 2.582 -4.554
H 4.540 2.263 -2.705
H 4.792 -0.144 -3.394
H 6.693 -0.656 -5.059
H 8.263 1.006 -5.615
H 7.993 3.359 -4.836
C 0.565 -4.284 5.174
C 0.162 -5.273 4.106
O -0.841 -5.936 4.297
C 0.871 -5.129 2.765
H 0.754 -4.695 6.166
H -0.244 -3.556 5.240
H 1.376 -3.694 4.747
H 0.505 -5.810 1.997
H 1.943 -5.285 2.890
H 0.748 -4.122 2.367
C 5.272 -0.131 6.540
C 3.962 0.063 5.829
O 2.888 0.215 6.430
C 3.909 -0.179 4.313
H 6.104 0.300 5.983
H 5.389 -1.182 6.806
H 5.217 0.446 7.464
H 2.891 -0.162 3.925
H 4.326 -1.161 4.092
H 4.593 0.473 3.769
C -8.641 2.808 1.608
C -7.360 3.591 1.846
O -7.198 4.749 1.504
C -6.232 2.865 2.494
H -8.991 2.976 0.590
H -9.310 3.058 2.432
H -8.554 1.722 1.601
H -5.330 3.461 2.355
H -6.121 1.910 1.979
H -6.346 2.803 3.576
C -5.254 0.660 -4.458
C -5.278 -0.135 -3.158
O -4.788 -1.260 -3.120
C -5.973 0.419 -1.949
H -4.932 1.688 -4.294
H -6.223 0.655 -4.958
H -4.531 0.105 -5.055
H -6.148 1.479 -2.129
H -5.426 0.195 -1.033
H -6.937 -0.086 -1.890
C -7.689 -3.351 2.289
C -6.203 -3.087 2.149
O -5.667 -2.081 2.555
C -5.408 -4.225 1.576
H -8.050 -2.695 3.081
H -7.860 -4.407 2.495
H -8.147 -3.081 1.337
H -5.878 -4.549 0.647
H -5.349 -5.124 2.188
H -4.377 -3.928 1.384
C -1.582 -0.221 0.543
C -0.843 0.358 -0.634
O -0.939 1.531 -0.914
C 0.168 -0.469 -1.364
H -0.937 -0.776 1.225
H -2.167 -1.030 0.106
H -2.234 0.469 1.079
H 0.888 -0.833 -0.631
H 0.740 0.063 -2.124
H -0.346 -1.259 -1.913
C -0.175 7.317 -6.013
C -0.159 5.890 -5.370
O -0.815 4.973 -5.837
C 0.750 5.677 -4.198
H -0.560 7.219 -7.028
H 0.854 7.676 -6.026
H -0.889 7.937 -5.471
H 1.795 5.760 -4.494
H 0.718 4.632 -3.888
H 0.441 6.218 -3.304
C -1.514 -5.379 -1.818
C -0.595 -5.580 -3.061
O -1.051 -5.778 -4.210
C 0.943 -5.457 -2.828
H -2.543 -5.120 -2.066
H -1.104 -4.598 -1.178
H -1.463 -6.316 -1.265
H 1.426 -6.234 -3.421
H 1.090 -5.571 -1.754
H 1.324 -4.470 -3.088
C 5.534 -5.253 -1.132
C 5.205 -4.654 0.194
O 4.360 -3.748 0.246
C 5.929 -5.236 1.436
H 5.072 -4.795 -2.006
H 5.232 -6.301 -1.114
H 6.614 -5.300 -1.271
H 6.946 -4.880 1.604
H 5.906 -6.326 1.410
H 5.256 -5.028 2.267
*
```

Below is a cluster of 2 separate species, C4H13NP in total at a distorted geometry, with properties calculated with ωB97M-V with the def2-TZVPD basis set.

Results
HOMO level (eV): -13.544
LUMO level (eV): -3.932

```
! wB97M-V def2-TZVPD RIJCOSX def2/J DEFGRID3
* xyz 1 1
C -2.222 -0.137 0.667
C 0.601 1.542 0.100
C -1.338 -0.795 -0.376
C 1.047 0.152 -0.241
N 0.080 -0.914 0.103
P 2.748 -0.312 0.362
H -2.194 -0.687 1.606
H -1.942 0.895 0.855
H -3.251 -0.141 0.319
H -0.299 1.837 -0.438
H 1.387 2.245 -0.181
H 0.425 1.656 1.171
H -1.334 -0.236 -1.312
H -1.707 -1.802 -0.576
H 1.135 0.204 -1.988
H 0.483 -1.800 -0.225
H 0.042 -0.967 1.133
H 3.416 0.616 -0.426
H 2.923 -1.355 -0.553
*
```

Below is an isolated molecule of C25H36N2O3, with properties calculated with ωB97M-V with the def2-TZVPD basis set.

Results
Structure (SMILES): COCc1cc(CN2CCN(CCCc3ccccc3)[C@H](CCO)C2)ccc1OC
HOMO level (eV): -8.035
LUMO level (eV): 0.680

```
! wB97M-V def2-TZVPD RIJCOSX def2/J DEFGRID3
* xyz 0 1
C 2.240 -3.339 -2.514
O 1.517 -4.471 -2.098
C 1.886 -4.922 -0.816
C 1.433 -4.017 0.306
C 0.295 -3.246 0.170
C -0.150 -2.416 1.192
C -1.383 -1.581 0.987
N -1.153 -0.580 -0.044
C -2.378 0.074 -0.457
C -2.086 1.030 -1.607
N -1.097 2.006 -1.199
C -0.924 3.080 -2.158
C -1.986 4.169 -1.991
C -1.842 4.942 -0.676
C -2.069 4.090 0.540
C -3.316 3.530 0.787
C -3.540 2.765 1.916
C -2.519 2.556 2.828
C -1.275 3.118 2.599
C -1.055 3.881 1.465
C 0.132 1.373 -0.755
C 0.909 0.619 -1.856
C 2.407 0.514 -1.560
O 3.087 1.741 -1.685
C -0.207 0.426 0.397
C 0.578 -2.372 2.368
C 1.721 -3.140 2.530
C 2.160 -3.968 1.505
O 3.270 -4.762 1.573
C 4.044 -4.736 2.747
H 3.314 -3.558 -2.573
H 1.869 -3.081 -3.504
H 2.090 -2.493 -1.834
H 1.411 -5.903 -0.706
H 2.975 -5.060 -0.753
H -0.255 -3.293 -0.758
H -2.200 -2.223 0.644
H -1.691 -1.115 1.941
H -3.090 -0.687 -0.790
H -2.829 0.643 0.375
H -3.007 1.555 -1.870
H -1.756 0.453 -2.487
H -0.963 2.710 -3.198
H 0.060 3.529 -2.003
H -1.891 4.871 -2.823
H -2.979 3.723 -2.044
H -0.846 5.387 -0.631
H -2.572 5.757 -0.676
H -4.124 3.698 0.089
H -4.515 2.334 2.091
H -2.692 1.959 3.712
H -0.474 2.966 3.309
H -0.082 4.321 1.299
H 0.758 2.180 -0.348
H 0.791 1.136 -2.810
H 0.495 -0.386 -1.946
H 2.882 -0.146 -2.289
H 2.564 0.090 -0.557
H 2.674 2.384 -1.097
H 0.700 -0.078 0.738
H -0.619 1.018 1.232
H 0.255 -1.735 3.179
H 2.260 -3.081 3.462
H 4.449 -3.738 2.942
H 4.866 -5.429 2.572
H 3.469 -5.072 3.616
*
```

Below is an isolated molecule of C6H12N2 at a distorted geometry, with properties calculated with ωB97M-V with the def2-TZVPD basis set.

Results
Structure (SMILES): [H]/N=C(\N)[C@H](C)C(=C)C
HOMO level (eV): -7.929
LUMO level (eV): 0.854

```
! wB97M-V def2-TZVPD RIJCOSX def2/J DEFGRID3
* xyz 0 1
H -1.141 -1.559 -1.996
N -0.589 -1.052 -1.307
C -1.192 -0.147 -0.643
N -2.517 0.165 -0.679
C -0.345 0.404 0.475
C 0.020 1.871 0.266
C 0.819 -0.646 0.453
C 0.830 -1.647 1.332
C 2.035 -0.280 -0.342
H -3.077 -0.132 -1.458
H -2.884 0.881 -0.075
H -0.889 0.276 1.415
H -0.877 2.499 0.281
H 0.693 2.201 1.059
H 0.513 2.017 -0.693
H 1.258 -2.634 1.256
H 0.328 -1.661 2.289
H 2.733 -1.111 -0.382
H 2.548 0.575 0.098
H 1.735 -0.022 -1.350
*
```

Below is an isolated molecule of C8H18NO2PS at a distorted geometry, with properties calculated with ωB97M-V with the def2-TZVPD basis set.

Results
Structure (SMILES): CO[P@@](=O)(NC1CCCCC1)SC
HOMO level (eV): -9.352
LUMO level (eV): 0.718

```
! wB97M-V def2-TZVPD RIJCOSX def2/J DEFGRID3
* xyz 0 1
C 1.480 0.311 3.712
O 0.619 0.168 2.562
P 1.482 0.247 1.172
O 2.500 -0.832 1.145
N 0.512 -0.080 -0.198
C -0.865 0.414 -0.096
C -1.751 -0.701 0.453
C -1.923 -1.864 -0.573
C -2.346 -1.309 -1.947
C -1.408 -0.237 -2.443
C -1.280 0.918 -1.448
S 2.399 2.139 0.956
C 3.369 1.665 -0.526
H 0.868 0.769 4.497
H 1.909 -0.626 4.071
H 2.336 0.964 3.532
H 0.514 -1.093 -0.296
H -0.915 1.239 0.592
H -1.349 -1.056 1.405
H -2.720 -0.300 0.723
H -2.644 -2.609 -0.184
H -0.941 -2.383 -0.753
H -3.392 -0.931 -1.924
H -2.324 -2.098 -2.702
H -0.398 -0.654 -2.598
H -1.754 0.143 -3.402
H -0.572 1.685 -1.812
H -2.236 1.382 -1.393
H 3.999 2.537 -0.875
H 4.048 0.852 -0.259
H 2.785 1.338 -1.391
*
```

Below is a cluster of 2 separate species, C2H4N2O3 in total at a distorted geometry, with properties calculated with ωB97M-V with the def2-TZVPD basis set.

Results
Structure (SMILES): N=C=O.O=NCO
HOMO level (eV): -9.627
LUMO level (eV): -0.480

```
! wB97M-V def2-TZVPD RIJCOSX def2/J DEFGRID3
* xyz 0 1
N 3.535 -0.232 -0.060
C 2.507 0.366 -0.039
O 1.609 1.089 -0.118
H 3.869 -1.102 0.282
O -0.208 -1.491 0.029
N -1.182 -0.924 -0.430
C -1.606 0.292 0.203
O -2.775 0.768 -0.379
H -0.821 1.059 0.092
H -1.746 0.136 1.290
H -3.180 0.040 -0.869
*
```

Below is an isolated molecule of C22H24N4O3S at a distorted geometry, with properties calculated with ωB97M-V with the def2-TZVPD basis set.

Results
Structure (SMILES): CCOc1ccccc1NC(=O)CSc1nc2ccccc2nc1N1CCOCC1
HOMO level (eV): -7.735
LUMO level (eV): 0.168

```
! wB97M-V def2-TZVPD RIJCOSX def2/J DEFGRID3
* xyz 0 1
C 2.782 -3.289 -5.130
C 1.786 -2.175 -4.826
O 1.751 -1.835 -3.454
C 1.124 -2.670 -2.561
C 0.361 -3.777 -2.892
C -0.260 -4.518 -1.897
C -0.119 -4.164 -0.571
C 0.644 -3.062 -0.224
C 1.262 -2.306 -1.206
N 2.006 -1.151 -0.946
C 2.171 -0.516 0.241
O 1.889 -0.974 1.324
C 2.816 0.861 0.099
S 1.948 2.026 1.196
C 0.290 1.556 0.817
N 0.155 0.930 -0.311
C -0.999 0.275 -0.578
C -1.184 -0.389 -1.799
C -2.293 -1.175 -1.974
C -3.239 -1.313 -0.950
C -3.098 -0.642 0.237
C -1.982 0.187 0.438
N -1.863 0.918 1.566
C -0.798 1.666 1.758
N -0.736 2.405 2.895
C -0.057 3.678 2.983
C -1.070 4.811 2.750
O -2.140 4.743 3.660
C -2.812 3.504 3.566
C -1.849 2.341 3.822
H 2.803 -3.479 -6.200
H 2.509 -4.206 -4.613
H 3.777 -2.996 -4.804
H 0.784 -2.437 -5.184
H 2.097 -1.252 -5.324
H 0.232 -4.073 -3.921
H -0.855 -5.376 -2.174
H -0.602 -4.742 0.201
H 0.756 -2.773 0.808
H 2.274 -0.666 -1.792
H 2.783 1.243 -0.920
H 3.842 0.841 0.468
H -0.445 -0.267 -2.576
H -2.440 -1.701 -2.905
H -4.097 -1.949 -1.109
H -3.832 -0.718 1.023
H 0.747 3.750 2.253
H 0.367 3.770 3.988
H -0.599 5.784 2.902
H -1.450 4.747 1.717
H -3.604 3.530 4.315
H -3.257 3.390 2.566
H -2.358 1.387 3.690
H -1.443 2.418 4.835
*
```

Below is a structure of composition C19H28MnNO5 at a distorted geometry, with properties calculated with ωB97M-V with the def2-TZVPD basis set.

Results
HOMO level (spin up / spin down) (eV): -7.064 / -7.946
LUMO level (spin up / spin down) (eV): -1.248 / 0.201

```
! wB97M-V def2-TZVPD RIJCOSX def2/J DEFGRID3
* xyz 0 5
O -1.069 3.975 -2.286
C -0.528 4.205 -3.634
C -0.750 5.716 -3.591
H -1.129 3.690 -4.395
H 0.528 3.912 -3.694
C -1.338 5.403 -2.184
H -1.483 6.089 -4.304
H 0.163 6.309 -3.563
C -2.817 5.725 -2.091
H -3.372 5.305 -2.939
H -2.949 6.817 -2.100
H -3.236 5.342 -1.152
C -0.570 6.050 -1.047
H 0.505 5.852 -1.134
H -0.935 5.670 -0.083
H -0.731 7.136 -1.071
Mn 0.723 -3.170 1.636
C 2.427 -3.265 2.897
C 2.723 -3.971 1.659
C 2.709 -2.990 0.592
H 3.007 -5.018 1.524
C 2.506 -1.706 1.178
C 2.263 -1.874 2.557
H 2.129 -1.058 3.276
H 2.473 -3.690 3.886
H 2.938 -3.196 -0.453
H 2.655 -0.760 0.661
C -0.917 -4.234 2.817
C -0.462 -2.943 3.355
C -1.020 -1.919 2.507
H -0.003 -2.808 4.330
C -1.837 -2.551 1.512
C -1.781 -3.952 1.698
H -2.295 -4.709 1.107
H -0.830 -5.162 3.363
H -1.008 -0.850 2.714
H -2.461 -2.043 0.781
O 0.106 -1.223 -0.151
C -0.082 0.163 0.235
C 0.337 1.018 -0.944
H 0.497 0.359 1.149
H -1.147 0.309 0.472
C 0.029 0.100 -2.133
H 1.420 1.194 -0.887
H -0.174 1.980 -0.995
C 0.342 -1.281 -1.576
H 0.594 0.342 -3.033
H -1.044 0.160 -2.362
H 1.399 -1.542 -1.745
H -0.287 -2.076 -1.996
O 0.768 -7.423 2.139
N 0.953 -6.262 2.459
O 1.473 -5.869 3.510
O 0.586 -5.277 1.530
*
```

Below is a structure of composition C20H43F5N7O10S2 at a distorted geometry, with properties calculated with ωB97M-V with the def2-TZVPD basis set.

Results
HOMO level (eV): -6.935
LUMO level (eV): 2.018

```
! wB97M-V def2-TZVPD RIJCOSX def2/J DEFGRID3
* xyz -1 1
O 3.322 0.420 3.587
S 4.009 1.553 3.020
O 5.437 1.595 3.194
N 3.444 2.945 3.539
S 2.111 3.572 3.056
O 1.916 3.536 1.629
O 1.880 4.793 3.769
C 0.675 2.514 3.660
F 0.969 1.906 4.807
F -0.353 3.357 3.895
C 0.083 1.492 2.659
F 0.983 0.757 2.031
F -0.649 2.152 1.754
F -0.745 0.659 3.321
H 3.800 1.542 1.687
C -5.295 0.895 1.866
O -6.366 0.588 1.364
N -4.916 2.147 2.159
C -3.622 2.466 2.739
C -5.834 3.238 1.882
H -4.527 0.144 2.119
H -3.752 2.982 3.690
H -3.062 3.125 2.076
H -3.054 1.550 2.896
H -6.767 3.104 2.433
H -6.079 3.276 0.820
H -5.362 4.169 2.187
C -3.914 5.525 5.211
O -3.908 4.945 4.139
N -2.832 6.040 5.823
C -2.936 6.711 7.099
C -1.518 5.930 5.198
H -4.842 5.670 5.793
H -2.596 7.747 7.023
H -2.330 6.207 7.855
H -3.974 6.710 7.429
H -1.517 6.416 4.223
H -1.225 4.894 5.061
H -0.791 6.418 5.844
C -1.854 -1.302 -1.028
O -0.918 -2.010 -1.354
N -3.142 -1.581 -1.315
C -4.240 -0.723 -0.915
C -3.430 -2.797 -2.051
H -1.722 -0.367 -0.460
H -4.934 -1.250 -0.258
H -4.792 -0.369 -1.788
H -3.850 0.142 -0.383
H -3.073 -3.673 -1.508
H -2.939 -2.788 -3.026
H -4.506 -2.873 -2.194
C 4.872 -2.358 2.795
O 5.218 -2.542 1.641
N 5.136 -3.233 3.798
C 4.707 -2.963 5.151
C 5.863 -4.446 3.493
H 4.315 -1.474 3.132
H 5.560 -2.907 5.833
H 4.027 -3.740 5.514
H 4.187 -2.006 5.171
H 6.845 -4.217 3.077
H 5.327 -5.047 2.756
H 5.985 -5.023 4.408
C -0.965 -1.899 -6.851
O -1.406 -2.380 -7.882
N -0.380 -2.605 -5.868
C 0.137 -1.979 -4.664
C -0.273 -4.045 -6.025
H -1.005 -0.817 -6.638
H 1.210 -2.156 -4.563
H -0.357 -2.367 -3.772
H -0.035 -0.905 -4.711
H 0.291 -4.285 -6.927
H -1.266 -4.482 -6.131
H 0.224 -4.470 -5.156
C 4.713 -4.109 -7.658
O 5.581 -4.901 -7.970
N 3.864 -3.533 -8.536
C 2.838 -2.594 -8.132
C 3.992 -3.877 -9.940
H 4.543 -3.789 -6.616
H 1.851 -2.974 -8.404
H 2.989 -1.630 -8.622
H 2.870 -2.445 -7.054
H 3.853 -4.948 -10.089
H 4.984 -3.617 -10.312
H 3.239 -3.333 -10.504
*
```